Entry 1:
{
  "formula": "C4H8N2O",
  "method": "wB97M-V/def2-TZVPD",
  "mol_weight_g_mol": 100.12,
  "e_lumo_ev": 0.604,
  "smiles": "CN[C@H](C#N)CO",
  "total_charge": 0,
  "total_energy_ev": -9304.2557,
  "relative_energy_ev": 2.1375,
  "elements": ["C", "N", "C", "C", "N", "C", "O", "H", "H", "H", "H", "H", "H", "H", "H"],
  "coordinates": [[1.63, 1.03, 0.75], [0.28, 0.50, 0.74], [0.06, -0.55, -0.21], [0.42, -0.15, -1.60], [0.69, 0.21, -2.67], [-1.42, -1.08, -0.19], [-2.20, -0.56, 0.85], [1.94, 1.49, -0.21], [1.71, 1.79, 1.54], [2.34, 0.23, 1.00], [-0.39, 1.25, 0.60], [0.74, -1.37, 0.05], [-1.39, -2.17, -0.04], [-1.89, -0.91, -1.17], [-2.55, 0.29, 0.56]]
}



Entry 2:
{
  "formula": "C22H18N3O4Tb",
  "method": "wB97M-V/def2-TZVPD",
  "mol_weight_g_mol": 547.33,
  "e_lumo_ev": [-6.886, -6.717],
  "spin_multiplicity": 7,
  "s2": 12.718,
  "total_charge": 2,
  "total_energy_ev": -58190.1021,
  "relative_energy_ev": 0.0000,
  "elements": ["Tb", "O", "C", "O", "C", "C", "C", "C", "C", "C", "C", "C", "C", "N", "H", "H", "H", "H", "H", "H", "O", "C", "C", "C", "C", "N", "C", "C", "C", "C", "C", "C", "O", "C", "C", "N", "H", "H", "H", "H", "H", "H", "H", "H", "H", "H", "H", "H"],
  "coordinates": [[1.45, -1.77, -0.88], [5.38, -1.62, 0.39], [4.20, -1.77, 0.35], [3.49, -1.91, -0.79], [3.33, -1.79, 1.59], [3.91, -1.76, 2.85], [3.08, -1.74, 3.95], [1.68, -1.74, 3.78], [0.79, -1.71, 4.88], [-0.56, -1.71, 4.67], [-1.07, -1.75, 3.35], [-0.23, -1.78, 2.27], [1.16, -1.78, 2.47], [2.01, -1.81, 1.39], [4.99, -1.74, 2.93], [3.50, -1.72, 4.95], [1.19, -1.69, 5.88], [-1.24, -1.69, 5.50], [-2.14, -1.75, 3.20], [-0.67, -1.80, 1.27], [-4.98, 1.13, -2.25], [-4.82, -0.24, -2.51], [-3.38, -0.60, -2.32], [-2.95, -1.92, -2.48], [-1.62, -2.21, -2.29], [-0.70, -1.28, -1.98], [-1.11, 0.00, -1.85], [-2.43, 0.37, -1.99], [-0.04, 1.01, -1.57], [-0.24, 2.36, -1.79], [0.79, 3.26, -1.55], [0.60, 4.73, -1.78], [-0.72, 4.95, -2.20], [2.01, 2.76, -1.11], [2.16, 1.41, -0.93], [1.15, 0.53, -1.15], [-5.89, 1.39, -2.43], [-5.10, -0.51, -3.54], [-5.42, -0.86, -1.83], [-3.64, -2.71, -2.74], [-1.26, -3.23, -2.40], [-2.75, 1.39, -1.86], [-1.19, 2.73, -2.17], [1.33, 5.05, -2.53], [0.84, 5.25, -0.85], [-0.86, 5.89, -2.37], [2.85, 3.41, -0.92], [3.10, 0.99, -0.60]]
}



Entry 3:
{
  "formula": "C19H17NO4S",
  "method": "wB97M-V/def2-TZVPD",
  "mol_weight_g_mol": 355.41,
  "e_lumo_ev": -0.306,
  "smiles": "COC(=O)C1=C(C)N(c2ccc(OC)cc2)C(=O)/C1=C\\c1cccs1",
  "total_charge": 0,
  "total_energy_ev": -40493.9266,
  "relative_energy_ev": 2.1644,
  "elements": ["C", "O", "C", "O", "C", "C", "C", "N", "C", "C", "C", "C", "O", "C", "C", "C", "C", "O", "C", "C", "C", "C", "C", "C", "S", "H", "H", "H", "H", "H", "H", "H", "H", "H", "H", "H", "H", "H", "H", "H", "H", "H"],
  "coordinates": [[-2.45, -5.12, -0.05], [-1.56, -4.02, -0.03], [-2.14, -2.80, -0.10], [-3.34, -2.67, -0.17], [-1.17, -1.72, -0.07], [0.20, -1.81, -0.09], [1.06, -3.01, -0.22], [0.74, -0.55, -0.04], [2.11, -0.22, 0.02], [2.63, 0.73, -0.85], [3.97, 1.09, -0.78], [4.80, 0.50, 0.16], [6.12, 0.77, 0.31], [6.71, 1.74, -0.52], [4.27, -0.45, 1.04], [2.94, -0.80, 0.98], [-0.26, 0.42, -0.01], [-0.05, 1.62, 0.04], [-1.53, -0.31, -0.02], [-2.78, 0.21, 0.01], [-3.20, 1.56, 0.05], [-4.54, 1.94, 0.07], [-4.73, 3.32, 0.11], [-3.54, 4.00, 0.11], [-2.17, 2.97, 0.07], [-3.14, -5.07, 0.79], [-1.84, -6.02, 0.02], [-3.03, -5.13, -0.97], [0.62, -3.70, -0.93], [1.12, -3.54, 0.74], [2.06, -2.73, -0.54], [1.99, 1.19, -1.58], [4.34, 1.83, -1.47], [7.76, 1.80, -0.21], [6.67, 1.44, -1.57], [6.24, 2.72, -0.39], [4.92, -0.89, 1.78], [2.53, -1.51, 1.69], [-3.59, -0.51, 0.00], [-5.34, 1.22, 0.07], [-5.69, 3.80, 0.13], [-3.40, 5.06, 0.13]]
}



Entry 4:
{
  "formula": "C34H57ClP2PtSi2",
  "method": "wB97M-V/def2-TZVPD",
  "mol_weight_g_mol": 814.48,
  "e_lumo_ev": [0.085, -1.944],
  "spin_multiplicity": 5,
  "s2": 6.029,
  "total_charge": 0,
  "total_energy_ev": -86280.6592,
  "relative_energy_ev": 0.4172,
  "elements": ["Pt", "C", "C", "C", "Si", "C", "C", "Si", "H", "H", "H", "Cl", "C", "C", "C", "C", "H", "H", "H", "H", "H", "H", "H", "H", "H", "H", "H", "H", "C", "C", "P", "H", "H", "P", "H", "H", "C", "C", "C", "C", "C", "H", "C", "H", "H", "H", "H", "H", "H", "H", "C", "C", "H", "H", "H", "H", "H", "H", "H", "C", "C", "H", "H", "H", "H", "H", "H", "C", "C", "H", "H", "H", "H", "H", "H", "H", "C", "H", "H", "H", "C", "C", "C", "C", "C", "C", "C", "C", "C", "C", "H", "H", "H", "H", "H", "H", "H"],
  "coordinates": [[-0.96, -0.06, -0.71], [1.55, -0.16, -2.18], [0.79, -1.34, -2.29], [-0.56, -0.94, -2.71], [1.48, -3.03, -1.88], [-0.56, 0.51, -2.84], [0.78, 0.98, -2.49], [1.47, 2.71, -2.39], [2.59, -0.13, -1.88], [-1.31, -1.61, -3.11], [-1.32, 1.09, -3.35], [-5.66, 0.15, 1.38], [3.33, 2.63, -2.27], [0.95, 3.78, -3.83], [3.34, -2.92, -1.77], [0.96, -4.33, -3.12], [1.61, 3.54, -4.67], [1.07, 4.84, -3.60], [-0.08, 3.61, -4.14], [3.65, 2.10, -1.37], [3.75, 3.64, -2.26], [3.73, 2.09, -3.15], [1.60, -4.22, -4.00], [-0.08, -4.24, -3.44], [1.12, -5.34, -2.71], [3.73, -2.54, -2.72], [3.76, -3.91, -1.58], [3.65, -2.24, -0.97], [0.79, 3.31, -0.72], [0.78, -3.32, -0.14], [-0.87, 2.61, -0.34], [0.77, 4.40, -0.71], [1.48, 2.98, 0.07], [-0.87, -2.57, 0.11], [1.47, -2.86, 0.59], [0.76, -4.40, 0.05], [-1.41, -3.16, 1.83], [-1.93, -3.68, -0.97], [-1.93, 3.52, -1.60], [-1.41, 3.50, 1.25], [-1.26, 2.58, 2.45], [-2.48, 3.69, 1.09], [-0.66, 4.78, 1.61], [0.40, 4.58, 1.84], [-1.11, 5.15, 2.54], [-0.73, 5.56, 0.85], [-1.76, 1.63, 2.26], [-1.69, 2.99, 3.38], [-0.19, 2.47, 2.65], [-1.49, 3.23, -2.57], [-1.92, 5.06, -1.51], [-3.37, 2.99, -1.53], [-0.92, 5.51, -1.52], [-2.46, 5.42, -0.62], [-2.45, 5.44, -2.39], [-3.45, 1.95, -1.85], [-4.00, 3.60, -2.20], [-3.79, 3.06, -0.52], [-1.50, -3.56, -1.97], [-3.38, -3.16, -0.99], [-1.92, -5.18, -0.62], [-0.92, -5.63, -0.56], [-2.46, -5.71, -1.42], [-2.46, -5.39, 0.32], [-3.45, -2.17, -1.47], [-3.80, -3.07, 0.02], [-4.00, -3.86, -1.55], [-1.27, -2.06, 2.85], [-0.66, -4.37, 2.41], [-2.49, -3.39, 1.70], [0.40, -4.13, 2.60], [-0.73, -5.27, 1.80], [-1.11, -4.57, 3.39], [-0.19, -1.91, 3.03], [-1.70, -2.28, 3.83], [-1.75, -1.15, 2.50], [-2.81, 0.04, 0.08], [-3.39, -0.03, -0.86], [-3.01, -0.80, 0.73], [-3.00, 0.99, 0.57], [5.11, 0.00, 3.57], [5.16, -0.14, 2.17], [3.98, -0.11, 1.44], [2.73, 0.06, 2.06], [1.49, 0.08, 1.40], [0.28, 0.20, 2.04], [0.24, 0.34, 3.47], [1.43, 0.34, 4.17], [2.70, 0.20, 3.51], [3.89, 0.17, 4.24], [6.02, -0.02, 4.15], [6.11, -0.27, 1.67], [3.96, -0.21, 0.36], [-0.63, 0.19, 1.42], [-0.75, 0.44, 4.00], [1.43, 0.45, 5.27], [3.80, 0.28, 5.31]]
}